Entry 1:
A 7-piece molecular cluster, H14O6S2 overall. Source: the OMol25 dataset; level of theory: ωB97M-V/def2-TZVPD.

As for the total charge: +1. The highest occupied orbital energy (alpha / beta) comes out at -0.5158 / -0.5158 Eh. The LUMO energy (alpha / beta) comes out at -6.1 / -9.8 eV. As for the HOMO-LUMO gap (alpha / beta): 7.93 / 4.28 eV. Its spin multiplicity is 2.

Element x y z (Å)
S (0.859, 0.756, 2.229)
S (-0.178, 1.991, 3.574)
H (1.221, 1.757, 1.535)
H (-1.272, 1.516, 2.960)
H (-1.317, -1.136, -0.888)
H (-0.552, -0.561, -2.065)
O (-0.663, -1.315, -1.536)
H (0.157, -2.419, -0.430)
H (0.185, -3.723, 0.372)
O (0.429, -2.788, 0.458)
H (1.570, 2.001, -2.044)
H (1.665, 0.859, -0.968)
O (1.200, 1.706, -1.163)
H (2.204, -1.109, -0.066)
H (2.488, -0.225, 1.048)
O (2.674, -0.267, 0.076)
H (-0.656, 1.911, -1.830)
H (-2.020, 2.292, -2.281)
O (-1.418, 1.604, -2.339)
H (-1.554, -1.114, 1.548)
H (-2.998, -0.865, 1.032)
O (-2.024, -0.870, 0.778)

=====

Entry 2:
A 7-piece molecular cluster, H14O7 overall. Source: the OMol25 dataset; level of theory: ωB97M-V/def2-TZVPD.

The highest occupied orbital energy comes out at -0.3891 Eh. As for the SMILES: O.O.O.O.O.O.O. The LUMO energy comes out at -0.2 eV. As for the HOMO-LUMO gap: 10.35 eV. Its spin multiplicity is 1.

Element x y z (Å)
O (-1.532, 0.674, -2.693)
H (-1.033, 0.338, -1.949)
H (-1.501, 1.626, -2.593)
O (-3.288, -2.439, 1.789)
H (-2.511, -2.694, 1.291)
H (-2.970, -1.787, 2.413)
O (-0.262, -0.267, -0.603)
H (0.629, -0.577, -0.763)
H (-0.545, -0.745, 0.177)
O (2.230, -1.130, -1.055)
H (2.263, -1.121, -2.011)
H (2.972, -1.675, -0.794)
O (1.155, 1.608, 1.861)
H (0.542, 1.232, 1.230)
H (2.017, 1.479, 1.465)
O (3.311, 1.159, 0.101)
H (3.439, 1.914, -0.473)
H (2.886, 0.505, -0.453)
O (-2.317, 0.636, 1.288)
H (-3.254, 0.503, 1.430)
H (-2.233, 0.761, 0.343)

=====

Entry 3:
A 7-piece molecular cluster, H14O7 overall. Source: the OMol25 dataset; level of theory: ωB97M-V/def2-TZVPD.

The highest occupied orbital energy comes out at -0.3768 Eh. As for the SMILES: O.O.O.O.O.O.O. The LUMO energy comes out at -0.2 eV. As for the HOMO-LUMO gap: 10.02 eV. Its spin multiplicity is 1.

Element x y z (Å)
H (-0.421, -0.316, 2.118)
H (-1.040, 0.822, 1.324)
H (2.736, -2.480, -1.632)
H (2.651, -2.012, -0.189)
H (-5.879, -0.732, 1.128)
H (-4.570, -0.268, 0.511)
H (2.544, 0.012, -0.224)
H (3.877, -0.571, -0.662)
H (3.369, 1.509, 1.035)
H (2.646, 2.636, 1.753)
H (-2.525, 3.536, -1.778)
H (-2.780, 2.064, -2.058)
H (-1.473, -2.179, -0.672)
H (-0.422, -3.083, -0.049)
O (-0.315, 0.622, 1.926)
O (3.272, -2.115, -0.919)
O (-5.413, -0.677, 0.286)
O (3.317, 0.206, -0.766)
O (3.233, 2.462, 1.008)
O (-2.084, 2.732, -2.074)
O (-0.722, -2.167, -0.067)

=====

Entry 4:
A 7-piece molecular cluster, H14O7 overall. Source: the OMol25 dataset; level of theory: ωB97M-V/def2-TZVPD.

The highest occupied orbital energy comes out at -0.3934 Eh. As for the SMILES: O.O.O.O.O.O.O. The LUMO energy comes out at 0.2 eV. As for the HOMO-LUMO gap: 10.91 eV. Its spin multiplicity is 1.

Element x y z (Å)
O (-3.481, -1.264, -0.376)
H (-2.804, -0.605, -0.598)
H (-4.302, -0.771, -0.279)
O (-1.846, -3.538, 0.667)
H (-2.157, -3.574, 1.577)
H (-1.966, -2.613, 0.413)
O (0.303, 2.388, 0.278)
H (-0.126, 2.361, 1.142)
H (0.548, 3.313, 0.145)
O (1.817, -0.366, 1.682)
H (2.571, -0.573, 2.244)
H (1.108, -0.137, 2.293)
O (3.140, 1.687, -0.283)
H (3.205, 0.729, -0.211)
H (2.191, 1.859, -0.187)
O (0.745, 0.791, -2.382)
H (0.448, -0.017, -2.818)
H (1.661, 0.912, -2.663)
O (-0.744, -0.253, -0.198)
H (-0.264, 0.542, -0.496)
H (-0.047, -0.872, 0.050)

=====

Entry 5:
H14O7 as an isolated structure. Source: the OMol25 dataset; level of theory: ωB97M-V/def2-TZVPD.

The highest occupied orbital energy comes out at -0.3260 Eh. The LUMO energy comes out at -0.7 eV. As for the HOMO-LUMO gap: 8.18 eV. Its spin multiplicity is 1.

Element x y z (Å)
O (0.625, 0.364, 0.154)
H (-0.222, 0.243, 0.584)
H (0.455, 0.173, -0.768)
O (-0.147, 2.444, -0.887)
H (0.565, 2.040, -1.383)
H (-0.945, 2.096, -1.286)
O (-0.849, -1.312, 2.842)
H (-0.117, -1.134, 3.432)
H (-0.866, -0.563, 2.247)
O (-1.139, 0.256, 1.304)
H (-1.950, 0.155, 0.807)
H (-1.099, 1.190, 1.511)
O (-0.123, -2.264, -1.689)
H (0.222, -1.373, -1.628)
H (0.309, -2.637, -2.457)
O (1.974, -0.636, 1.527)
H (1.946, 0.184, 2.020)
H (1.569, -0.425, 0.686)
O (0.026, 0.202, -2.016)
H (0.470, 0.962, -2.391)
H (-0.705, 0.034, -2.611)

=====

Entry 6:
A 7-piece molecular cluster, H14O7 overall. Source: the OMol25 dataset; level of theory: ωB97M-V/def2-TZVPD.

The highest occupied orbital energy comes out at -0.4126 Eh. As for the SMILES: O.O.O.O.O.O.O. The LUMO energy comes out at 0.1 eV. As for the HOMO-LUMO gap: 11.28 eV. Its spin multiplicity is 1.

Element x y z (Å)
H (0.012, -0.802, 0.852)
H (-0.925, 0.154, 0.391)
H (2.153, 0.747, -1.098)
H (2.167, -0.513, -2.026)
H (2.702, 2.056, 1.221)
H (1.374, 1.853, 2.025)
H (4.035, 0.225, 0.043)
H (4.835, 1.464, -0.261)
H (-4.577, -3.070, 0.544)
H (-4.045, -1.625, 0.917)
H (0.283, -4.008, -0.539)
H (0.605, -3.248, -1.838)
H (-3.729, 3.303, -0.482)
H (-4.081, 3.237, -1.970)
O (-0.604, -0.102, 1.203)
O (2.126, -0.179, -1.120)
O (2.266, 1.495, 1.835)
O (4.837, 0.560, -0.381)
O (-4.835, -2.143, 0.792)
O (0.511, -3.142, -0.904)
O (-4.403, 3.540, -1.147)

=====

Entry 7:
H14O7Ti as an isolated structure. Source: the OMol25 dataset; level of theory: ωB97M-V/def2-TZVPD.

As for the total charge: +1. The highest occupied orbital energy (alpha / beta) comes out at -0.4309 / -0.4959 Eh. The LUMO energy (alpha / beta) comes out at -5.5 / -4.5 eV. As for the HOMO-LUMO gap (alpha / beta): 6.26 / 9.03 eV. Its spin multiplicity is 4.

Element x y z (Å)
Ti (21.632, -5.546, -8.473)
O (25.100, -3.266, -8.444)
H (25.749, -2.963, -7.809)
H (25.560, -3.251, -9.283)
O (18.771, -5.238, -13.027)
H (17.889, -5.576, -13.184)
H (18.751, -4.345, -13.371)
O (23.383, -7.747, -5.044)
H (23.509, -8.687, -5.172)
H (23.930, -7.532, -4.289)
O (19.518, -1.726, -7.439)
H (19.772, -0.834, -7.674)
H (19.115, -1.642, -6.575)
O (23.792, -7.187, -12.837)
H (23.152, -6.572, -13.196)
H (24.399, -7.350, -13.560)
O (19.551, -9.614, -8.541)
H (18.966, -10.365, -8.438)
H (20.409, -10.001, -8.714)
O (15.259, -6.655, -9.566)
H (16.203, -6.752, -9.691)
H (14.987, -6.045, -10.252)

=====

Entry 8:
A 7-piece molecular cluster, H15NO6 overall. Source: the OMol25 dataset; level of theory: ωB97M-V/def2-TZVPD.

As for the total charge: +1. The highest occupied orbital energy (alpha / beta) comes out at -0.4941 / -0.4941 Eh. The LUMO energy (alpha / beta) comes out at -4.4 / -10.4 eV. As for the HOMO-LUMO gap (alpha / beta): 9.07 / 3.02 eV. Its spin multiplicity is 2.

Element x y z (Å)
N (-1.110, 2.714, -1.447)
H (-0.261, 3.238, -1.187)
H (-1.700, 2.665, -0.599)
H (-1.636, 3.092, -2.244)
H (-3.113, -0.285, 0.306)
H (-4.485, 0.231, 0.441)
O (-3.677, 0.426, -0.046)
H (2.516, 0.409, 1.120)
H (1.561, -0.334, 0.195)
O (1.733, -0.177, 1.134)
H (-0.573, -0.609, -1.496)
H (0.504, -1.513, -2.082)
O (0.135, -0.647, -2.144)
H (-2.305, -0.966, 1.933)
H (-2.021, -2.368, 1.783)
O (-1.813, -1.541, 1.343)
H (5.478, -3.085, -1.625)
H (6.003, -1.683, -1.754)
O (5.613, -2.391, -2.264)
H (0.404, 0.962, 2.477)
H (-1.048, 0.767, 2.948)
O (-0.204, 1.095, 3.208)

=====

Entry 9:
H15O7 as an isolated structure. Source: the OMol25 dataset; level of theory: ωB97M-V/def2-TZVPD.

As for the total charge: +1. The highest occupied orbital energy comes out at -0.5369 Eh. The LUMO energy comes out at -3.5 eV. As for the HOMO-LUMO gap: 11.14 eV. Its spin multiplicity is 1.

Element x y z (Å)
O (0.042, 1.545, 2.520)
H (-0.252, 2.466, 2.732)
H (-0.207, 1.411, 1.535)
O (0.138, -1.958, -1.602)
H (-0.457, -0.921, -2.086)
H (-0.159, -2.853, -1.921)
O (-1.463, 1.010, 0.296)
H (-2.337, 1.528, 0.366)
H (-0.987, -0.187, 0.428)
O (-0.510, -1.169, 0.709)
H (-0.253, -1.761, -0.478)
H (-0.982, -1.611, 1.418)
O (1.859, 0.432, -0.951)
H (1.032, 0.157, -1.342)
H (2.333, 0.869, -1.575)
O (-1.149, 0.200, -2.119)
H (-1.221, 0.755, -2.900)
H (-1.506, 1.055, -0.768)
O (1.754, -0.370, 1.589)
H (1.663, 0.260, 2.314)
H (2.088, 0.017, 0.723)
H (0.573, -0.873, 1.112)

=====

Entry 10:
A 9-piece molecular cluster, H16NO11 overall. Source: the OMol25 dataset; level of theory: ωB97M-V/def2-TZVPD.

As for the total charge: -1. The highest occupied orbital energy comes out at -0.2699 Eh. The LUMO energy comes out at 2.7 eV. As for the HOMO-LUMO gap: 10.06 eV. Its spin multiplicity is 1.

Element x y z (Å)
N (-0.281, 0.929, 0.800)
O (-0.529, 1.281, -0.366)
O (0.913, 0.675, 1.008)
O (-1.116, 0.203, 1.483)
O (0.032, -1.359, 3.476)
H (-0.163, -0.746, 2.800)
H (-0.788, -1.764, 3.754)
O (-0.061, 1.842, -3.577)
H (-0.816, 1.416, -3.110)
H (0.439, 2.232, -2.843)
O (-2.466, 0.716, -2.351)
H (-2.265, -0.220, -2.328)
H (-1.938, 1.025, -1.609)
O (1.056, -0.985, -1.714)
H (1.285, -0.165, -1.369)
H (0.401, -0.807, -2.373)
O (0.274, -2.330, 0.377)
H (0.560, -1.687, -0.296)
H (0.269, -1.772, 1.131)
O (-3.709, -0.681, 0.867)
H (-3.636, -1.568, 0.561)
H (-2.837, -0.381, 1.108)
O (2.319, 1.553, -1.407)
H (3.067, 1.168, -0.943)
H (1.647, 1.600, -0.749)
O (3.135, -0.107, 2.412)
H (2.851, -0.212, 3.329)
H (2.359, 0.142, 1.930)

=====

Entry 11:
A 9-piece molecular cluster, H16NO11 overall. Source: the OMol25 dataset; level of theory: ωB97M-V/def2-TZVPD.

As for the total charge: -1. The highest occupied orbital energy comes out at -0.2645 Eh. The LUMO energy comes out at 2.7 eV. As for the HOMO-LUMO gap: 9.88 eV. Its spin multiplicity is 1.

Element x y z (Å)
N (1.698, -0.257, 19.870)
O (0.607, -0.252, 20.536)
O (1.954, -1.319, 19.245)
O (2.000, 0.869, 19.431)
O (4.441, -2.772, 18.860)
H (3.668, -2.383, 19.256)
H (4.392, -2.447, 17.986)
O (-0.557, -3.156, 19.865)
H (0.154, -2.553, 19.800)
H (-1.083, -2.765, 20.512)
O (3.977, 0.184, 17.324)
H (3.279, 0.080, 17.926)
H (4.727, 0.298, 17.896)
O (0.833, 0.222, 16.857)
H (1.095, 0.455, 15.982)
H (1.250, 0.787, 17.472)
O (0.062, 2.709, 20.220)
H (0.107, 2.529, 21.157)
H (0.782, 2.166, 19.847)
O (-1.581, 0.399, 18.588)
H (-1.135, 0.829, 17.836)
H (-0.849, 0.041, 19.034)
O (2.079, -2.860, 16.792)
H (1.913, -2.096, 17.370)
H (1.451, -2.780, 16.054)
O (4.360, 2.375, 19.514)
H (5.011, 1.740, 19.705)
H (3.516, 1.948, 19.688)

=====

Entry 12:
A 7-piece molecular cluster, H16NO6 overall. Source: the OMol25 dataset; level of theory: ωB97M-V/def2-TZVPD.

As for the total charge: +1. The highest occupied orbital energy comes out at -0.5381 Eh. The LUMO energy comes out at -2.8 eV. As for the HOMO-LUMO gap: 11.86 eV. Its spin multiplicity is 1.

Element x y z (Å)
N (-0.011, -0.083, 0.057)
H (0.498, -0.539, -0.737)
H (-0.169, -0.795, 0.797)
H (-0.854, 0.416, -0.235)
H (0.634, 0.545, 0.550)
O (3.122, 0.822, 1.345)
H (3.341, -0.015, 1.768)
H (3.641, 1.472, 1.829)
O (-1.942, -0.094, -2.706)
H (-2.317, -0.047, -1.820)
H (-2.482, -0.735, -3.177)
O (1.332, -1.319, -1.950)
H (0.814, -1.918, -2.499)
H (2.252, -1.520, -2.146)
O (0.670, 2.523, 0.852)
H (1.378, 2.845, 1.417)
H (0.054, 3.259, 0.784)
O (-0.004, -2.364, 1.715)
H (-0.204, -2.141, 2.631)
H (-0.464, -3.196, 1.559)
O (-2.713, 0.893, 0.036)
H (-3.445, 0.468, 0.496)
H (-3.131, 1.523, -0.564)

=====

Looking at energy above the lowest of the compared OMol25 structures with the same formula, charge and spin for the records above, in order, we have 29.9; 35.7; 64.3; 33.7; 170.9; 59.9; 97.1; 32.0; 80.9; 23.4; 31.6; 24.3 kcal per mole.